The following is a quantum chemistry calculation of a structure of composition C40H46AsCrN2OTe in a non-equilibrium geometry, from the OMol25 dataset.

Properties
- HOMO-LUMO gap (spin up / spin down) (eV) = 7.295 / 6.486
- ⟨S²⟩ = 2.042
- E (eV) = -143800.594
- highest occupied orbital energy (spin up / spin down) (eV) = -9.90 / -9.06

```
! RIJCOSX wB97M-V def2-TZVPD def2/J DEFGRID3
* xyz 1 3
Cr 0.02 1.14 0.28
C 0.34 3.34 0.65
C 1.22 2.90 -0.37
C 0.42 2.47 -1.48
C -0.94 2.64 -1.13
C -1.00 3.18 0.19
C -2.23 3.74 0.81
C -2.12 2.53 -2.05
C 0.92 2.20 -2.86
C 2.69 3.17 -0.39
C 0.77 4.04 1.90
H -2.51 4.67 0.31
H -2.08 3.96 1.87
H -3.07 3.05 0.71
H -2.50 3.53 -2.27
H -2.93 1.96 -1.60
H -1.85 2.06 -2.99
H 2.00 2.17 -2.88
H 0.59 2.99 -3.53
H 0.54 1.25 -3.25
H 2.88 4.16 -0.82
H 3.23 2.45 -0.99
H 3.11 3.17 0.62
H 0.90 5.11 1.71
H 1.73 3.66 2.25
H 0.05 3.92 2.70
O -1.72 -0.08 0.65
N -1.87 -1.29 1.10
C -1.09 -1.77 2.10
C -1.25 -3.05 2.58
C -2.23 -3.88 2.04
C -3.03 -3.36 1.03
C -2.83 -2.08 0.58
H -0.34 -1.11 2.49
H -0.60 -3.40 3.36
H -2.35 -4.89 2.39
H -3.82 -3.96 0.59
H -3.40 -1.64 -0.22
C 1.89 0.94 4.60
C 2.66 0.53 3.51
C 2.07 0.46 2.26
N 0.79 0.78 2.01
C 0.06 1.15 3.09
C 0.56 1.24 4.36
H 2.31 1.01 5.58
H 3.70 0.28 3.62
H 2.64 0.11 1.40
H -0.98 1.38 2.88
H -0.09 1.55 5.17
C 3.00 -4.95 0.75
C 3.84 -3.94 0.30
C 3.31 -2.74 -0.14
C 1.94 -2.52 -0.13
C 1.11 -3.54 0.32
C 1.63 -4.75 0.75
As 1.11 -0.87 -0.84
C 2.55 -0.46 -2.10
C 3.72 0.09 -1.60
C 4.77 0.43 -2.44
C 4.64 0.25 -3.80
C 3.47 -0.28 -4.32
C 2.44 -0.65 -3.47
C -0.18 -1.71 -2.03
C -1.38 -1.06 -2.27
C -2.32 -1.61 -3.13
C -2.06 -2.81 -3.76
C -0.86 -3.47 -3.52
C 0.08 -2.91 -2.68
H 3.41 -5.89 1.08
H 4.91 -4.10 0.27
H 3.99 -1.99 -0.52
H 0.03 -3.41 0.29
H 0.97 -5.54 1.08
H 3.81 0.27 -0.53
H 5.68 0.84 -2.03
H 5.45 0.53 -4.46
H 3.36 -0.40 -5.39
H 1.53 -1.08 -3.89
H -1.58 -0.12 -1.77
H -3.26 -1.10 -3.30
H -2.78 -3.25 -4.44
H -0.66 -4.41 -4.01
H 1.03 -3.41 -2.51
C -6.70 1.54 1.51
Te -4.77 0.78 0.91
C -3.94 1.16 2.87
H -6.97 1.15 2.48
H -7.44 1.22 0.78
H -6.70 2.63 1.55
H -4.58 1.88 3.36
H -2.95 1.57 2.76
H -3.89 0.25 3.46
*
```

=====

The following is a quantum chemistry calculation of a structure of composition C40H46FGaN6O5 in a non-equilibrium geometry, from the OMol25 dataset.

Properties
- HOMO-LUMO gap (eV) = 7.709
- E (eV) = -116499.588
- highest occupied orbital energy (eV) = -8.04

```
! RIJCOSX wB97M-V def2-TZVPD def2/J DEFGRID3
* xyz 0 1
Ga -0.79 -0.65 0.84
C 0.83 4.53 -1.21
C 1.43 3.12 -1.19
C 2.39 2.90 -0.05
C 3.69 3.40 -0.15
C 4.59 3.25 0.89
C 4.20 2.59 2.04
C 2.92 2.07 2.17
C 2.53 1.31 3.41
C 2.61 -0.20 3.16
C 2.01 2.23 1.12
N 0.70 1.70 1.25
C -0.23 2.55 1.48
C -1.60 2.15 1.63
C -2.68 2.90 2.05
C -3.76 2.00 2.17
C -3.27 0.76 1.80
N -1.97 0.84 1.44
H 0.25 4.69 -2.12
H 1.62 5.28 -1.18
H 0.19 4.69 -0.35
H 1.98 2.95 -2.12
H 0.64 2.38 -1.14
H 3.98 3.90 -1.06
H 5.60 3.63 0.79
H 4.90 2.46 2.86
H 1.52 1.60 3.73
H 3.20 1.59 4.23
H 2.10 -0.45 2.23
H 2.17 -0.78 3.98
H 3.65 -0.51 3.05
H -0.01 3.62 1.60
H -2.67 3.95 2.28
H -4.76 2.22 2.50
H -3.80 -0.18 1.77
C 0.26 -2.08 1.78
C 1.17 -2.90 0.92
C 2.56 -2.86 1.07
C 3.39 -3.64 0.29
C 2.84 -4.49 -0.67
C 1.46 -4.55 -0.82
C 0.64 -3.76 -0.04
C 3.69 -5.32 -1.48
N 4.38 -5.98 -2.12
H 0.77 -1.68 2.65
H -0.54 -2.73 2.12
H 2.99 -2.21 1.82
H 4.46 -3.59 0.41
H 1.03 -5.23 -1.56
H -0.44 -3.81 -0.16
F 0.22 2.55 -5.01
C 1.11 1.55 -4.82
C 0.95 0.69 -3.81
N 1.83 -0.33 -3.57
C 1.59 -1.28 -2.48
C 1.25 -0.59 -1.15
O 2.12 -0.33 -0.36
O -0.04 -0.34 -0.98
C 2.92 -0.55 -4.40
O 3.69 -1.47 -4.27
N 3.06 0.39 -5.41
C 2.23 1.46 -5.74
O 2.47 2.20 -6.67
H 0.13 0.77 -3.12
H 2.50 -1.85 -2.35
H 0.78 -1.96 -2.75
H 3.86 0.25 -6.01
C -1.64 -1.30 5.35
C -0.58 -0.23 5.19
O -0.54 0.13 3.81
H -1.73 -1.60 6.39
H -1.37 -2.18 4.76
H -2.60 -0.93 5.00
H 0.39 -0.61 5.52
H -0.83 0.64 5.80
H 0.22 0.70 3.64
C -3.38 1.41 -1.38
N -3.75 0.35 -2.36
C -3.70 0.87 -3.75
C -2.88 -0.88 -2.19
C -3.29 -1.68 -0.98
C -4.50 -2.37 -1.11
C -4.99 -3.15 -0.08
C -4.24 -3.25 1.08
C -3.04 -2.56 1.19
C -2.50 -1.74 0.18
H -4.03 2.27 -1.53
H -2.34 1.68 -1.55
H -3.49 1.02 -0.37
H -4.70 0.05 -2.15
H -2.68 1.14 -3.99
H -4.34 1.75 -3.83
H -4.05 0.09 -4.43
H -1.85 -0.54 -2.11
H -3.01 -1.47 -3.10
H -5.06 -2.31 -2.04
H -5.92 -3.68 -0.19
H -4.59 -3.86 1.90
H -2.51 -2.65 2.13
*
```

=====

The following is a quantum chemistry calculation of a structure of composition C40H46N5O5SSiTeTl in a non-equilibrium geometry, from the OMol25 dataset.

Properties
- HOMO-LUMO gap (eV) = 5.476
- E (eV) = -90614.023
- highest occupied orbital energy (eV) = -6.53

```
! RIJCOSX wB97M-V def2-TZVPD def2/J DEFGRID3
* xyz 0 1
Tl -0.55 0.31 0.00
C 0.16 -0.20 -4.80
Si 0.69 -0.53 -2.99
C 2.31 -1.55 -3.02
C 1.22 1.20 -2.40
N -0.53 -1.19 -1.99
C -1.24 -2.29 -2.35
C -0.93 -3.11 -3.48
C -1.68 -4.19 -3.86
C -2.83 -4.54 -3.17
C -3.16 -3.80 -2.05
C -2.37 -2.74 -1.63
O -2.77 -2.04 -0.46
C -3.31 -2.83 0.51
C -2.63 -3.92 1.04
C -3.21 -4.66 2.05
C -4.47 -4.32 2.55
C -5.16 -3.26 2.01
C -4.59 -2.49 1.00
H 1.02 0.03 -5.44
H -0.51 0.65 -4.84
H -0.36 -1.04 -5.24
H 2.79 -1.49 -4.00
H 2.14 -2.60 -2.79
H 3.02 -1.17 -2.28
H 1.38 1.84 -3.27
H 2.15 1.15 -1.85
H 0.48 1.71 -1.77
H -0.03 -2.86 -4.03
H -1.37 -4.77 -4.73
H -3.45 -5.38 -3.47
H -4.04 -4.06 -1.48
H -1.67 -4.19 0.63
H -2.68 -5.51 2.46
H -4.91 -4.91 3.34
H -6.17 -3.03 2.34
H -5.18 -1.79 0.42
Te -3.23 -0.46 1.96
C -5.07 -0.01 2.98
C -6.03 0.70 2.26
C -7.30 0.90 2.78
C -7.62 0.39 4.04
C -6.66 -0.32 4.76
C -5.40 -0.52 4.23
H -5.77 1.09 1.28
H -8.04 1.43 2.21
H -8.60 0.54 4.45
H -6.92 -0.73 5.73
H -4.66 -1.09 4.79
C 2.73 3.82 -5.40
C 3.62 3.13 -4.40
C 3.49 3.36 -3.04
C 4.34 2.76 -2.12
C 5.35 1.90 -2.55
N 6.32 1.33 -1.69
C 6.47 1.51 -0.33
O 7.56 1.67 0.18
N 5.29 1.49 0.40
C 4.38 0.39 0.29
C 4.85 -0.92 0.28
C 3.93 -1.95 0.29
C 2.58 -1.65 0.31
N 2.13 -0.40 0.29
C 3.01 0.60 0.26
C 5.47 1.65 -3.92
C 4.62 2.26 -4.82
H 1.94 4.37 -4.90
H 2.28 3.10 -6.08
H 3.32 4.52 -6.00
H 2.72 4.02 -2.68
H 4.24 2.99 -1.08
H 7.20 1.16 -2.14
H 5.45 1.80 1.35
H 5.91 -1.11 0.30
H 4.27 -2.98 0.31
H 1.83 -2.42 0.35
H 2.60 1.60 0.22
H 6.25 0.99 -4.28
H 4.75 2.07 -5.88
O 0.43 2.88 0.91
C 1.16 2.40 1.78
C 2.47 3.05 2.24
C 3.10 1.97 3.11
C 1.98 0.93 3.24
O 2.06 -0.05 3.96
N 0.91 1.25 2.45
H 2.21 3.95 2.80
H 3.07 3.35 1.38
H 3.40 2.31 4.10
H 3.96 1.50 2.64
C -1.78 0.67 4.91
S -1.91 2.08 3.80
C -3.39 2.79 4.60
O -2.57 1.51 2.53
H -1.55 1.03 5.91
H -0.95 0.06 4.56
H -2.72 0.13 4.89
H -3.08 3.25 5.54
H -4.16 2.04 4.78
H -3.77 3.54 3.92
*
```

=====

The following is a quantum chemistry calculation of a structure of composition C40H47BI2IrN8O3S3 in a non-equilibrium geometry, from the OMol25 dataset.

Properties
- HOMO-LUMO gap (spin up / spin down) (eV) = 7.254 / 5.824
- ⟨S²⟩ = 0.778
- E (eV) = -112520.190
- highest occupied orbital energy (spin up / spin down) (eV) = -12.94 / -13.28

```
! RIJCOSX wB97M-V def2-TZVPD def2/J DEFGRID3
* xyz 2 2
Ir -1.26 -1.51 -1.30
C -0.01 -3.59 3.31
C 0.77 -2.57 2.54
C 2.11 -2.34 2.70
C 2.80 -1.41 1.89
N 2.17 -0.70 0.99
N 0.87 -0.92 0.86
B 0.04 -0.04 -0.11
N -0.82 0.94 0.73
N -0.57 1.17 2.00
C -1.30 2.10 2.58
C -2.29 2.80 1.86
C -2.55 2.53 0.54
C -3.61 3.20 -0.28
C -1.76 1.50 -0.01
S -1.87 0.74 -1.58
C -1.00 2.35 4.06
C 0.39 3.00 4.14
C -2.04 3.27 4.69
C -0.98 1.01 4.79
N 0.99 0.76 -0.99
N 1.27 2.03 -0.67
C 2.15 2.64 -1.41
C 2.80 1.97 -2.49
C 2.51 0.68 -2.80
C 3.14 -0.09 -3.91
C 1.51 0.08 -1.99
S 0.89 -1.50 -2.23
C 2.44 4.11 -1.11
C 1.97 4.92 -2.33
C 1.68 4.57 0.13
C 3.94 4.30 -0.90
C 0.16 -1.82 1.52
S -1.47 -2.01 0.93
C 4.30 -1.15 2.02
C 5.00 -2.26 2.79
C 4.47 0.19 2.75
C 4.91 -1.04 0.61
H 0.62 -4.11 4.02
H -0.45 -4.31 2.61
H -0.83 -3.12 3.85
H 2.65 -2.91 3.44
H -2.89 3.55 2.36
H -4.25 3.81 0.35
H -4.22 2.46 -0.80
H -3.16 3.84 -1.04
H 0.40 3.98 3.65
H 1.15 2.37 3.66
H 0.67 3.15 5.18
H -2.03 4.27 4.26
H -1.81 3.38 5.75
H -3.05 2.86 4.62
H -0.21 0.35 4.39
H -1.95 0.50 4.71
H -0.77 1.18 5.85
H 3.53 2.51 -3.08
H 3.86 0.53 -4.45
H 2.38 -0.44 -4.61
H 3.65 -0.97 -3.53
H 0.91 4.74 -2.54
H 2.54 4.68 -3.23
H 2.10 5.98 -2.13
H 0.60 4.49 -0.01
H 1.92 5.62 0.31
H 1.95 3.99 1.01
H 4.52 4.02 -1.78
H 4.30 3.72 -0.05
H 4.15 5.35 -0.70
H 4.70 -2.29 3.84
H 6.08 -2.09 2.77
H 4.81 -3.24 2.35
H 4.07 0.13 3.77
H 3.95 0.99 2.23
H 5.53 0.44 2.82
H 4.77 -1.96 0.05
H 5.98 -0.86 0.70
H 4.47 -0.22 0.05
I -1.89 -1.13 -6.56
C -3.28 -1.37 -5.09
C -4.62 -1.56 -5.39
C -5.58 -1.71 -4.39
I -7.51 -2.01 -4.96
C -5.21 -1.67 -2.99
C -6.10 -1.79 -1.92
C -5.62 -1.77 -0.64
C -4.25 -1.66 -0.42
N -3.39 -1.54 -1.43
C -3.86 -1.54 -2.69
C -2.86 -1.38 -3.73
O -1.65 -1.21 -3.38
H -4.93 -1.59 -6.42
H -7.16 -1.89 -2.11
H -6.29 -1.84 0.21
H -3.85 -1.68 0.58
O 0.30 -3.94 -0.53
C -0.52 -4.41 -1.29
C -0.63 -5.83 -1.78
C -1.85 -5.80 -2.69
C -2.27 -4.35 -2.74
O -3.17 -3.91 -3.44
N -1.50 -3.60 -1.87
H -0.71 -6.51 -0.93
H 0.29 -6.08 -2.31
H -2.69 -6.39 -2.32
H -1.65 -6.14 -3.71
*
```